Computed, not measured: C44H81I2N4O7 as an isolated structure at a distorted geometry, with the ωB97M-V functional and the def2-TZVPD basis.

XYZ file:
```
138
C44H81I2N4O7 (the ωB97M-V functional and the def2-TZVPD basis)
C 1.833 -0.001 0.744
O 2.708 -0.617 -0.174
C 2.238 -1.864 -0.633
C 2.266 -1.997 -2.162
C 3.264 -1.083 -2.905
C 2.498 -0.086 -3.768
C 3.334 0.889 -4.627
C 2.598 1.301 -5.950
I 3.522 0.807 -7.800
C 1.422 1.949 -5.966
C 0.663 2.318 -4.716
I 0.414 2.583 -7.707
N 4.589 0.222 -4.972
C 5.674 1.060 -5.062
O 6.839 0.730 -5.188
C 5.111 2.452 -4.879
C 3.881 2.193 -3.980
C 4.411 2.109 -2.548
C 3.325 2.266 -1.462
C 3.494 3.527 -0.591
C 2.292 4.440 -0.710
O 2.401 5.163 -1.943
C 1.231 5.571 -2.475
O 0.229 4.886 -2.572
H 2.338 0.871 1.140
H 0.927 0.341 0.244
H 1.581 -0.647 1.581
H 1.203 -1.975 -0.311
H 2.781 -2.682 -0.165
H 1.266 -1.825 -2.544
H 2.529 -3.025 -2.377
H 3.921 -0.549 -2.234
H 3.896 -1.719 -3.508
H 1.874 0.493 -3.096
H 1.824 -0.635 -4.421
H -0.334 2.650 -4.960
H 1.177 3.117 -4.200
H 0.550 1.469 -4.064
H 4.566 -0.613 -5.529
H 5.887 3.065 -4.432
H 4.876 2.957 -5.809
H 3.282 3.088 -4.073
H 5.102 2.933 -2.431
H 5.000 1.211 -2.403
H 2.353 2.268 -1.940
H 3.410 1.413 -0.806
H 4.371 4.091 -0.890
H 3.611 3.239 0.446
H 1.397 3.830 -0.684
H 2.236 5.134 0.125
H 1.240 6.605 -2.836
C -2.635 -1.693 6.251
C -1.829 -1.587 4.932
C -1.337 -2.968 4.500
C -0.189 -3.501 5.354
C 0.949 -2.485 5.429
C 0.483 -1.110 5.902
N -0.682 -0.641 5.093
O -0.282 -0.216 3.940
C 0.134 -1.170 7.401
C 1.623 -0.106 5.787
C -2.795 -1.049 3.883
H -2.522 -0.796 6.858
H -3.699 -1.797 6.042
H -2.356 -2.558 6.853
H -1.004 -2.922 3.458
H -2.177 -3.666 4.527
H -0.543 -3.760 6.355
H 0.183 -4.431 4.918
H 1.728 -2.848 6.103
H 1.412 -2.395 4.441
H -0.288 -0.223 7.738
H 1.040 -1.354 7.978
H -0.559 -1.966 7.662
H 2.022 -0.049 4.776
H 2.438 -0.407 6.445
H 1.298 0.893 6.082
H -3.147 -0.051 4.149
H -3.658 -1.710 3.821
H -2.346 -1.001 2.893
C -2.120 7.039 -11.490
C -2.637 5.814 -10.695
C -4.160 5.715 -10.799
C -4.902 6.765 -9.973
C -4.421 6.748 -8.522
C -2.905 6.892 -8.397
N -2.209 5.897 -9.266
O -2.243 4.728 -8.716
C -2.488 8.331 -8.751
C -2.481 6.688 -6.948
C -2.011 4.588 -11.348
H -1.229 7.463 -11.029
H -1.840 6.749 -12.502
H -2.865 7.827 -11.592
H -4.478 4.723 -10.463
H -4.447 5.793 -11.849
H -4.776 7.759 -10.409
H -5.973 6.557 -10.003
H -4.902 7.551 -7.960
H -4.737 5.810 -8.056
H -1.402 8.429 -8.756
H -2.879 9.018 -8.000
H -2.866 8.679 -9.709
H -2.809 5.729 -6.553
H -2.923 7.468 -6.328
H -1.396 6.744 -6.846
H -0.923 4.613 -11.268
H -2.275 4.571 -12.404
H -2.365 3.658 -10.907
C -2.469 -7.583 10.789
C -2.490 -7.032 9.342
C -2.743 -8.162 8.343
C -1.542 -9.086 8.144
C -0.293 -8.279 7.796
C 0.003 -7.174 8.808
N -1.209 -6.328 9.030
O -1.368 -5.516 8.039
C 0.501 -7.794 10.126
C 1.148 -6.303 8.306
C -3.648 -6.042 9.280
H -1.789 -7.013 11.421
H -3.456 -7.505 11.243
H -2.190 -8.635 10.841
H -3.011 -7.730 7.374
H -3.608 -8.739 8.676
H -1.372 -9.695 9.036
H -1.758 -9.789 7.337
H 0.573 -8.941 7.730
H -0.423 -7.838 6.802
H 0.630 -7.026 10.890
H 1.470 -8.264 9.962
H -0.149 -8.567 10.525
H 0.946 -5.882 7.322
H 2.052 -6.905 8.226
H 1.346 -5.480 8.995
H -3.486 -5.206 9.962
H -4.566 -6.549 9.571
H -3.798 -5.643 8.278
```

## Properties
E   -3065.99822 Ha
HOMO energy (spin up / spin down)   -8.343 / -8.436 eV
Multiplicity   4
Total charge   0
Frontier orbital gap (spin up / spin down)   8.81 / 8.49 eV

Mulliken population analysis, charges in e, atoms 1 to 99: C -0.88; O -0.34; C -0.58; C -1.11; C -0.19; C -2.04; C 2.99; C -1.42; I 0.08; C 0.21; C -1.12; I 0.20; N -0.36; C 0.21; O -0.69; C -1.04; C 0.08; C -2.21; C 0.78; C -1.05; C -0.80; O -0.23; C 0.12; O -0.49; H 0.18; H 0.31; H 0.54; H 0.43; H 0.31; H 0.41; H 0.35; H 0.18; H 0.52; H 0.16; H 0.70; H 0.62; H 0.09; H 0.16; H 0.48; H 0.47; H 0.34; H 0.26; H 0.66; H 0.67; H 0.27; H -0.52; H 0.44; H 0.44; H 0.44; H 0.50; H 0.43; C -1.71; C 2.08; C -1.65; C 0.48; C -1.45; C 1.85; N 0.39; O -0.54; C -1.68; C -1.81; C -1.98; H 0.30; H 0.50; H 0.17; H 0.37; H 0.35; H -0.22; H 0.50; H 0.42; H 0.25; H 0.35; H 0.46; H 0.20; H 0.28; H 0.42; H 0.45; H 0.45; H 0.47; H 0.36; C -1.83; C 1.92; C -1.31; C -0.46; C -1.28; C 1.71; N 0.46; O -0.56; C -1.76; C -1.92; C -1.91; H 0.33; H 0.48; H 0.33; H 0.40; H 0.34; H 0.31; H 0.39; H 0.40